Record 1
Below is a 12-piece molecular cluster, H24O12 overall, with properties calculated with ωB97M-V/def2-TZVPD.

Last column: Löwdin charge in e.
Atoms and positions in Å:
O 1.0469 1.0893 1.9097  -0.049
H 1.5348 1.9128 2.0042  0.063
H 0.7922 0.8383 2.8226  0.012
O 3.2841 -3.3220 0.5327  -0.050
H 3.1243 -4.1022 0.0028  0.040
H 3.1297 -2.4880 0.0705  0.010
O 1.2930 1.8027 -1.5858  -0.036
H 0.4091 1.4468 -1.4630  0.048
H 1.2685 2.7243 -1.8428  0.062
O -0.2036 -1.5386 -2.8217  -0.050
H -0.9913 -1.1826 -2.4048  0.029
H -0.3172 -2.1789 -3.5293  0.055
O -1.6257 -0.5913 -0.1393  -0.066
H -1.5857 -0.0473 0.6667  0.002
H -1.0507 -1.3402 0.0907  0.004
O 1.8610 -0.8063 -4.5545  -0.075
H 1.0944 -0.5171 -4.0317  0.001
H 2.3677 -1.2677 -3.8812  0.024
O -1.9047 1.5671 2.3307  -0.048
H -1.1094 1.8297 2.7947  0.027
H -2.6238 2.2002 2.3097  0.057
O -0.4070 -0.0308 4.0417  -0.044
H 0.4423 -0.4833 4.0672  0.059
H -0.9151 -0.4640 3.3446  0.053
O -4.1813 1.0259 0.2553  -0.042
H -3.7409 1.0850 -0.5921  0.026
H -3.5540 0.7974 0.9402  -0.005
O -2.1153 3.2939 -0.4636  -0.061
H -3.0259 2.9609 -0.5273  0.025
H -1.5370 2.8348 0.1492  0.007
O 2.3253 -0.3010 -0.3897  -0.084
H 1.6807 -0.0384 0.2888  0.007
H 2.3332 0.4228 -1.0419  0.020
O 0.6654 -2.1618 0.2548  -0.071
H 1.3877 -2.0019 -0.3570  0.001
H 0.8483 -2.9684 0.7487  0.053

Output
- LUMO energy: -0.107 eV
- Spin multiplicity: 1
- Structure (SMILES): O.O.O.O.O.O.O.O.O.O.O.O

***

Record 2
Below is a 12-piece molecular cluster, H24O12 overall, with properties calculated with ωB97M-V/def2-TZVPD.

Last column: Löwdin charge in e.
Atoms and positions in Å:
O 0.7512 -0.3379 3.2992  -0.045
H 0.0282 0.2081 2.9832  -0.021
H 0.6843 -0.4789 4.2502  0.048
O -1.4328 0.7281 2.0122  -0.051
H -1.0847 1.5951 1.7472  0.085
H -2.3728 0.8221 1.8142  0.103
O -1.0687 -1.5499 -2.9298  -0.046
H -0.4857 -2.2139 -2.5858  0.020
H -1.2748 -1.8119 -3.8498  0.080
O 0.3283 0.1141 0.0792  -0.110
H -0.1498 0.2811 -0.7948  0.066
H -0.3658 0.1101 0.7832  0.015
O 1.9453 2.0841 1.3042  -0.063
H 2.8053 1.7671 1.0722  0.010
H 1.3472 1.4281 0.9312  -0.038
O -2.6478 -1.6059 3.3892  -0.053
H -2.5277 -1.6559 4.3352  0.030
H -1.8928 -1.1619 2.9682  -0.012
O 1.6973 -2.0059 -2.0548  -0.025
H 2.3362 -2.7379 -2.0858  0.066
H 2.1722 -1.2239 -1.9338  -0.006
O 0.5853 0.5911 -3.2208  -0.045
H -0.0827 -0.0389 -3.0248  -0.056
H 0.2263 1.2101 -3.8528  0.042
O -1.3057 -2.0359 0.6232  -0.023
H -0.6978 -1.5519 0.1062  -0.030
H -0.7408 -2.3139 1.3452  0.041
O -1.8168 1.1161 -1.6448  -0.090
H -1.2138 1.8881 -1.6898  -0.028
H -2.3168 1.1471 -2.4788  0.061
O 3.0533 -0.4189 0.5252  -0.060
H 2.1112 -0.3809 0.3982  -0.029
H 3.1952 -0.8339 1.3962  0.062
O -0.1647 3.1061 -1.3738  -0.024
H -0.3758 3.2131 -0.4128  0.089
H 0.7512 2.9501 -1.4288  0.037

Output
- LUMO energy: 0.050 eV
- Spin multiplicity: 1
- Structure (SMILES): O.O.O.O.O.O.O.O.O.O.O.O

***

Record 3
Below is a 12-piece molecular cluster, H24O12 overall, with properties calculated with ωB97M-V/def2-TZVPD.

Last column: Löwdin charge in e.
Atoms and positions in Å:
H -0.3764 -0.8385 0.7805  0.011
H -0.0134 0.3067 -0.1506  0.031
H 0.7196 -1.7768 3.6438  0.039
H -0.3277 -1.6566 2.5490  0.012
H -1.3874 1.6991 0.0364  0.051
H -1.4437 1.1780 -1.3903  0.061
H -0.2416 -3.5545 -0.5012  0.035
H 0.7891 -4.4088 0.2185  0.035
H -1.8092 0.8982 -4.3816  0.033
H -1.4018 -0.5102 -3.9811  0.026
H 1.3556 -1.3081 -3.6532  0.044
H 1.0297 -2.7926 -3.6500  0.036
H -1.0577 2.8690 2.1800  0.026
H -0.4316 2.0483 3.2956  0.037
H -5.0931 -3.3747 -0.5361  0.031
H -4.5502 -2.0586 -0.0040  0.029
H -2.0121 3.4514 -1.7021  0.065
H -2.5513 3.8750 -0.3457  0.056
H 2.2504 1.8326 -0.3496  0.027
H 1.8361 2.1130 -1.7848  0.031
H 4.0573 -0.5440 1.0394  0.024
H 4.8146 -0.2439 2.3226  0.014
H 2.4713 1.6076 2.8293  0.040
H 2.7227 0.6745 4.0024  0.045
O -0.7605 -0.2275 0.1416  -0.085
O -0.0147 -1.2249 3.3519  -0.054
O -0.8572 1.6176 -0.7643  -0.151
O 0.6097 -3.5014 -0.0524  -0.058
O -1.0357 0.3574 -4.1862  -0.062
O 0.6618 -1.9343 -3.8885  -0.059
O -0.2611 2.8010 2.7182  -0.052
O -5.3605 -2.5768 -0.0662  -0.061
O -2.3318 3.0939 -0.8660  -0.071
O 2.4516 1.5887 -1.2601  -0.057
O 4.8830 -0.1675 1.3642  -0.073
O 2.6660 0.6875 3.0403  -0.052

Output
- LUMO energy: -0.019 eV
- Spin multiplicity: 1
- Structure (SMILES): O.O.O.O.O.O.O.O.O.O.O.O

***

Record 4
Below is a 12-piece molecular cluster, H24O12 overall, with properties calculated with ωB97M-V/def2-TZVPD.

Last column: Löwdin charge in e.
Atoms and positions in Å:
H 0.8042 -0.3095 -0.3291  -0.064
H -0.2191 -0.0227 0.8126  0.009
H 1.9911 -1.2306 -3.0446  0.112
H 1.3809 -0.2683 -1.9346  0.009
H -4.0008 -1.8777 1.5286  -0.013
H -5.1955 -2.6788 1.5855  0.057
H 3.5448 -3.3263 -1.7820  0.013
H 3.5975 -1.8968 -1.1299  0.081
H -1.6439 -1.9490 -1.6335  0.052
H -1.8480 -2.6072 -0.3156  -0.044
H -3.2631 4.0308 -1.5038  0.021
H -3.2973 2.7269 -0.7158  0.067
H 3.2387 2.2769 0.9244  0.049
H 2.0014 2.6662 -0.0184  0.056
H 1.1503 5.4724 -1.0716  0.069
H 0.8501 3.9575 -0.9469  -0.048
H -3.2303 -0.8753 -2.9400  0.105
H -1.9165 -1.4380 -3.6506  0.024
H -0.9685 0.1969 4.0294  -0.032
H -0.8730 1.5317 4.7501  0.073
H 0.5559 -1.2173 2.2564  0.053
H -0.9921 -1.2077 2.5655  0.071
H 4.1909 -0.7077 2.2661  0.082
H 5.2329 -1.0076 1.1148  -0.018
O 0.0769 0.1561 -0.0882  -0.022
O 1.8592 -1.0789 -2.0417  -0.103
O -4.4496 -2.4737 0.9802  -0.043
O 3.6545 -2.4215 -2.0023  -0.098
O -2.3509 -2.3388 -1.0152  -0.073
O -3.8925 3.3559 -1.2318  -0.089
O 2.4422 1.8905 0.4875  -0.102
O 0.4862 4.7550 -1.1958  -0.025
O -2.2217 -0.7986 -3.0258  -0.082
O -1.1688 0.5903 4.8565  -0.046
O -0.2917 -1.5413 1.9379  -0.050
O 4.7658 -0.3337 1.5217  -0.052

Output
- LUMO energy: -0.343 eV
- Spin multiplicity: 1
- Structure (SMILES): O.O.O.O.O.O.O.O.O.O.O.O

***

So what do the calculations give for E? Going down the list: -917.25756, -917.26463, -917.15211, -917.14090 Ha.
So what do the calculations give for energy relative to the best compared isomer or geometry (same formula, charge and spin)? Going down the list: 42.5, 38.1, 108.7, 115.7 kcal per mole.